No. 1
C30H44BrClCoN2P2 | wB97M-V/def2-TZVPD

The value obtained for the orbital gap (spin up / spin down) is 7.11 / 5.62 eV. The expectation value of S² is 3.76. As for the HOMO energy (spin up / spin down): -13.111 / -13.111 eV. The value obtained for the LUMO energy (spin up / spin down) is -0.2205 / -0.2754 hartree. Its charge is +2. The spin multiplicity is 4.

Last column: Mulliken charge in e.
Atoms and positions in Å:
N  -4.97  -1.20  3.11  -0.52
C  -3.98  -0.42  3.57  -0.46
C  -3.43  0.62  2.81  -0.48
C  -3.91  0.89  1.50  0.80
C  -4.95  0.05  1.04  -0.24
C  -5.47  -0.95  1.89  -0.51
C  -3.27  1.92  0.66  -0.61
Co  0.82  -0.12  -0.55  0.45
P  2.48  0.66  -1.63  0.75
C  -3.27  1.91  -0.72  -0.61
C  -2.24  2.49  -1.59  0.33
C  -2.10  2.09  -2.95  -0.61
C  -1.08  2.57  -3.76  -0.22
C  -0.15  3.48  -3.26  -0.25
C  -0.22  3.88  -1.92  -0.52
C  -1.29  3.43  -1.11  -0.44
Br  1.29  4.15  -4.36  -0.05
H  -2.63  2.66  1.18  0.40
H  -4.06  1.37  -1.27  0.37
H  -2.59  1.18  3.22  0.42
H  -5.34  0.15  0.04  0.42
H  -3.62  -0.65  4.58  0.37
H  -6.31  -1.58  1.58  0.37
H  -2.83  1.41  -3.38  0.46
H  -1.38  3.84  -0.10  0.60
H  -0.93  2.21  -4.78  0.48
H  0.59  4.50  -1.54  0.58
P  -0.10  -2.00  -0.64  1.17
C  2.89  2.34  -0.92  0.32
C  3.71  3.27  -1.82  -0.99
H  3.40  2.22  0.05  0.49
H  1.91  2.82  -0.68  -0.29
H  3.88  4.22  -1.29  0.44
H  4.68  2.83  -2.10  0.29
H  3.13  3.51  -2.72  -0.05
C  1.94  0.68  -3.36  0.87
C  3.02  0.71  -4.43  -1.62
H  1.27  1.53  -3.51  -0.84
H  1.30  -0.20  -3.50  0.10
H  2.55  0.88  -5.41  0.44
H  3.74  1.52  -4.27  0.33
H  3.56  -0.24  -4.49  0.39
C  3.85  -0.54  -1.42  -0.12
C  5.23  0.02  -1.76  -1.44
H  3.64  -1.43  -2.04  0.42
H  3.83  -0.91  -0.38  0.26
H  6.00  -0.74  -1.59  0.45
H  5.30  0.35  -2.81  0.30
H  5.45  0.88  -1.11  0.34
C  0.80  -3.35  0.26  -1.21
C  2.20  -3.62  -0.28  -1.14
H  0.18  -4.25  0.24  0.56
H  0.84  -3.02  1.31  0.71
H  2.53  -4.63  -0.02  0.39
H  2.26  -3.53  -1.37  0.27
H  2.95  -2.93  0.14  0.23
C  0.00  -2.45  -2.44  -1.07
C  -1.16  -1.91  -3.28  -1.23
H  0.07  -3.55  -2.51  0.54
H  0.96  -2.05  -2.81  0.44
H  -1.06  -2.25  -4.32  0.43
H  -2.13  -2.25  -2.91  0.33
H  -1.18  -0.81  -3.30  0.22
C  -1.88  -2.27  -0.23  -0.44
C  -2.17  -2.71  1.19  -1.34
H  -2.30  -2.99  -0.96  0.49
H  -2.36  -1.29  -0.43  0.28
H  -3.24  -2.92  1.30  0.39
H  -1.62  -3.61  1.47  0.40
H  -1.92  -1.93  1.91  0.27
Cl  1.59  3.57  3.69  -0.16
C  1.72  1.97  3.13  0.18
C  2.43  1.04  3.88  -0.38
C  2.57  -0.23  3.34  -1.13
C  2.01  -0.52  2.10  -0.19
N  1.35  0.40  1.38  0.62
C  1.17  1.64  1.88  -0.73
H  2.85  1.32  4.85  0.50
H  3.12  -1.01  3.85  0.50
H  2.10  -1.48  1.60  0.22
H  0.68  2.39  1.26  0.55

No. 2
C30H44BrN3P2Sn | wB97M-V/def2-TZVPD

The value obtained for the orbital gap is 4.67 eV. As for the relative energy (zero: lowest compared OMol25 entry of this formula, charge and spin): 0.0 kcal/mol. As for the HOMO energy: -18.595 eV. The value obtained for the LUMO energy is -0.5119 hartree. Its charge is +4.

Last column: Mulliken charge in e.
Atoms and positions in Å:
C  1.76  3.78  -0.24  -0.33
C  0.78  3.03  -0.94  0.50
C  0.87  3.03  -2.36  -0.09
C  1.90  3.74  -2.97  -0.59
N  2.85  4.44  -2.31  -0.41
C  2.75  4.45  -0.97  -0.42
C  -0.21  2.26  -0.25  -0.26
C  -1.29  1.86  0.29  -0.37
C  -2.64  2.15  0.70  1.14
C  -3.44  1.14  1.29  0.04
C  -4.76  1.40  1.69  -0.96
C  -5.29  2.68  1.49  -0.13
C  -4.52  3.70  0.90  -0.73
C  -3.21  3.43  0.51  -0.58
Sn  -0.01  0.14  0.42  0.27
P  2.19  -0.40  -0.18  0.38
H  0.14  2.48  -2.95  0.60
H  1.75  3.82  0.85  0.56
H  1.98  3.74  -4.07  0.44
H  3.51  5.04  -0.44  0.44
H  -2.61  4.22  0.04  0.52
H  -3.00  0.16  1.44  0.48
H  -4.96  4.69  0.75  0.48
H  -5.37  0.62  2.15  0.51
C  2.78  -2.14  0.18  -0.48
C  3.93  -2.74  -0.63  -1.29
H  1.88  -2.77  0.08  0.45
H  3.02  -2.16  1.27  0.58
H  4.12  -3.79  -0.32  0.43
H  3.69  -2.76  -1.71  0.31
H  4.87  -2.18  -0.51  0.31
C  2.51  -0.15  -2.01  -0.02
C  3.90  0.27  -2.51  -1.45
H  1.77  0.62  -2.30  0.08
H  2.18  -1.09  -2.49  0.50
H  3.87  0.42  -3.60  0.43
H  4.21  1.22  -2.06  0.33
H  4.67  -0.49  -2.29  0.31
C  3.43  0.72  0.67  -0.40
C  4.90  0.30  0.80  -1.29
H  3.00  0.89  1.67  0.55
H  3.34  1.69  0.14  0.02
H  5.47  1.07  1.35  0.43
H  5.00  -0.64  1.37  0.34
H  5.39  0.16  -0.18  0.29
Br  -7.09  3.05  2.03  -0.01
P  -1.39  -1.26  -0.96  1.19
C  -0.48  -2.34  -2.19  -0.49
C  -1.15  -3.56  -2.82  -1.43
H  0.43  -2.66  -1.65  0.33
H  -0.12  -1.64  -2.97  0.43
H  -0.44  -4.08  -3.49  0.42
H  -1.47  -4.29  -2.06  0.36
H  -2.03  -3.29  -3.42  0.29
C  -2.54  -2.46  -0.09  -0.72
C  -3.86  -2.90  -0.75  -1.29
H  -2.77  -1.98  0.88  0.51
H  -1.91  -3.33  0.17  0.58
H  -4.42  -3.57  -0.08  0.43
H  -4.50  -2.04  -0.97  0.32
H  -3.69  -3.45  -1.69  0.28
C  -2.53  -0.20  -2.01  -0.41
C  -3.05  -0.71  -3.36  -1.38
H  -1.96  0.73  -2.16  0.34
H  -3.37  0.08  -1.34  0.35
H  -3.66  0.07  -3.85  0.43
H  -2.22  -0.96  -4.04  0.35
H  -3.68  -1.61  -3.25  0.31
N  0.13  -1.13  6.54  -0.43
C  0.08  -0.87  5.15  1.01
C  0.34  -1.89  4.22  -1.04
C  0.29  -1.61  2.85  -0.17
N  0.00  -0.35  2.42  0.25
C  -0.27  0.65  3.31  -0.38
C  -0.23  0.41  4.68  -1.00
H  0.37  -2.07  6.89  0.24
H  -0.05  -0.38  7.22  0.24
H  0.59  -2.89  4.55  0.43
H  0.51  -2.39  2.13  0.62
H  -0.50  1.65  2.96  0.72
H  -0.44  1.22  5.38  0.41